This record from the OMol25 dataset describes a cluster of 2 separate species, C7H8 in total. The level of theory is ωB97M-V/def2-TZVPD.

Properties
- ΔE to the lowest compared entry with this formula, charge and spin: 8.127 eV
- Max |F|: 0.1024 hartree/bohr
- HOMO-LUMO gap: 9.8 eV

```
15
C7H8 | the OMol25 dataset | ωB97M-V/def2-TZVPD
C 0.010 0.514 -1.585
C 0.234 0.168 -0.143
C 1.060 1.064 0.730
C -0.774 -0.611 0.499
C -1.900 -0.967 1.087
C 0.412 -1.392 0.145
C 1.528 -1.866 -0.251
H -0.546 -0.279 -2.097
H 0.965 0.666 -2.089
H -0.584 1.432 -1.601
H 0.511 2.004 0.826
H 1.193 0.626 1.724
H 2.038 1.233 0.279
H -2.749 -0.196 1.290
H -1.399 -2.394 1.186
```

Atom charges from the Mulliken analysis, given in e for atoms 1 to 6: C -1.350; C 1.667; C -1.346; C -0.330; C -0.847; C -0.053